Density functional theory data (the ωB97M-V functional and the def2-TZVPD basis) for a structure of composition C36H65BaN2O7P2S2Si.

Cartesian coordinates (Å):
Ba: 0.307 1.518 0.685
S: 2.136 1.925 -1.943
S: -1.051 -1.125 1.229
P: -2.465 2.587 2.585
P: -3.042 2.136 -0.860
Si: 0.660 -1.953 1.991
O: 2.295 0.842 -0.974
O: -0.055 3.003 4.343
O: 1.929 -0.962 1.592
O: 3.198 2.902 -2.023
O: 0.752 -2.057 3.629
O: -1.824 0.340 -3.289
O: 1.033 -3.497 1.473
N: -0.242 4.124 -0.352
N: 0.713 2.529 -1.692
C: 3.695 -2.066 2.904
C: 3.341 -1.214 1.690
C: 0.906 4.902 -2.308
C: -0.214 6.456 -0.867
C: 0.483 3.875 -1.451
C: 0.697 -4.239 0.305
C: -0.775 -4.642 0.355
C: -1.783 -0.091 -4.638
C: -0.573 5.383 -0.073
C: -2.727 4.197 3.432
C: 1.846 -0.982 -7.277
C: 0.825 2.434 3.686
C: -4.407 1.045 -1.450
C: -1.759 -2.043 -3.283
C: 1.839 -0.959 -4.763
C: -2.958 3.298 -2.280
C: 1.946 -0.259 -5.962
C: 0.989 -3.451 -0.968
C: 2.208 1.783 -4.694
C: -4.088 2.467 1.699
C: -1.528 -0.771 -2.444
C: 0.085 -2.872 4.581
C: 1.898 -0.302 -3.544
C: 0.134 -2.093 5.893
C: 1.576 -5.487 0.351
C: 0.847 -4.190 4.718
C: 4.020 0.145 1.797
C: -2.333 -1.512 -4.603
C: 2.077 1.071 -3.514
C: -2.744 1.409 3.956
C: 3.788 -1.917 0.410
C: 0.546 6.199 -2.004
C: -4.009 3.160 0.337
C: 2.136 1.119 -5.909
C: -1.365 -3.137 4.190
C: 2.079 2.073 4.506
H: 1.353 -6.152 -0.487
H: 5.106 0.021 1.817
H: -5.243 1.630 -1.845
H: -1.037 -5.243 -0.520
H: -3.778 1.429 4.313
H: 2.979 2.395 3.974
H: -3.496 4.125 0.428
H: -4.320 1.404 1.573
H: -1.147 5.529 0.837
H: 2.568 -1.798 -7.334
H: 1.501 4.665 -3.176
H: -0.968 -5.236 1.251
H: -4.026 0.394 -2.234
H: 3.234 -3.053 2.843
H: 0.852 7.013 -2.651
H: -1.423 -3.744 3.285
H: -3.951 3.641 -2.585
H: 4.874 -2.040 0.408
H: 2.379 2.852 -4.661
H: 2.029 -0.309 -8.115
H: 3.330 -2.906 0.347
H: -0.754 -0.074 -5.015
H: 1.171 -1.884 6.159
H: 4.780 -2.192 2.939
H: -1.886 -2.199 3.998
H: 1.401 -6.027 1.284
H: -4.773 0.427 -0.628
H: 2.023 -3.096 -0.968
H: -1.404 -3.752 0.377
H: 3.366 -1.585 3.824
H: -0.386 -1.141 5.778
H: 1.860 -4.002 5.080
H: 2.048 2.528 5.506
H: -2.433 -2.740 -2.786
H: -5.003 3.369 -0.074
H: -2.161 -0.721 -1.559
H: 0.912 -4.684 3.748
H: 0.343 -4.854 5.425
H: 2.129 0.982 4.600
H: 0.325 -2.591 -1.030
H: 1.825 -0.854 -2.615
H: 3.763 0.768 0.940
H: 1.702 -2.035 -4.779
H: 3.712 0.647 2.711
H: -0.816 -2.565 -3.450
H: -2.382 0.605 -5.227
H: -2.354 4.167 -2.015
H: -1.808 4.440 3.960
H: -2.948 4.972 2.693
H: 2.236 1.681 -6.831
H: -0.332 -2.659 6.703
H: -4.886 2.891 2.318
H: -3.423 -1.482 -4.568
H: 2.631 -5.211 0.307
H: -3.562 4.154 4.138
H: -2.492 0.401 3.621
H: -1.875 -3.670 4.996
H: 3.499 -1.325 -0.459
H: -2.478 2.783 -3.112
H: 0.853 -1.418 -7.408
H: -2.035 -2.106 -5.468
H: -0.514 7.459 -0.596
H: -2.066 1.680 4.765
H: 0.841 -4.084 -1.847
H: -0.501 -0.720 -2.072

Energy above the lowest of the compared OMol25 structures with the same formula, charge and spin = 122.20 kJ/mol
HOMO-LUMO gap = 0.1834 hartree
LUMO level = 0.0794 hartree
Total charge = -1
E_tot = -3841.35280 Eh


Density functional theory data (the ωB97M-V functional and the def2-TZVPD basis) for a cluster of 2 separate species, C7H16N2O in total.

Cartesian coordinates (Å):
O: 2.062 0.280 0.744
N: 0.120 -1.546 0.131
N: 0.769 -2.147 1.239
C: 1.406 0.218 -0.265
C: -1.986 -0.926 -0.947
C: -1.595 -0.520 1.498
C: 0.092 2.389 0.821
C: -1.101 -0.770 0.260
C: 0.161 1.540 -0.432
C: 1.999 -0.096 -1.614
H: 1.227 -0.162 -2.376
H: 2.541 -1.041 -1.545
H: 1.297 -1.405 1.705
H: -0.405 3.341 0.628
H: -2.864 -0.294 -0.835
H: 0.227 -2.052 -0.739
H: -0.974 -0.519 2.380
H: 0.048 -2.437 1.899
H: -2.306 -1.964 -1.058
H: 1.089 2.614 1.199
H: 2.712 0.683 -1.879
H: -0.804 1.462 -0.934
H: 0.700 2.091 -1.210
H: -2.513 0.039 1.576
H: -1.474 -0.638 -1.866
H: -0.427 1.862 1.621

Energy above the lowest of the compared OMol25 structures with the same formula, charge and spin = 394.71 kJ/mol
HOMO-LUMO gap = 0.3476 hartree
SMILES = C=C(C)NN.CCC(C)=O
LUMO level = 0.0300 hartree
E_tot = -460.95350 Eh


Density functional theory data (the ωB97M-V functional and the def2-TZVPD basis) for a cluster of 14 separate species, C38H54ClN16O in total.

Cartesian coordinates (Å):
Cl: -1.185 -3.882 6.004
O: 1.107 -3.257 0.399
N: -0.525 -2.971 2.157
N: 0.533 -3.898 3.774
N: 2.861 6.921 -0.805
N: 3.491 -2.715 0.292
N: -2.462 12.249 -2.319
N: -2.082 -8.801 -5.850
N: -4.558 -0.536 2.582
N: 2.275 -1.299 5.516
N: -2.980 -6.711 -2.288
N: -1.434 -3.374 -6.481
N: 1.003 1.994 -2.962
N: -1.723 6.875 -1.666
N: 4.361 2.286 2.728
N: 0.846 1.071 2.491
N: 1.760 1.359 -7.324
N: 6.715 0.494 4.926
C: 2.370 -2.963 0.323
C: -1.496 7.931 -2.054
C: -1.653 -3.063 4.484
C: -1.176 -1.027 0.655
C: 2.954 -1.046 4.622
C: 1.642 2.976 4.076
C: -0.570 -0.826 4.857
C: -1.538 -3.142 -2.219
C: -1.940 -6.904 -1.842
C: 1.197 1.912 3.188
C: 0.137 -0.014 -8.834
C: -3.549 -9.876 -3.981
C: -1.598 -2.304 1.373
C: 0.694 -3.405 1.715
C: 1.045 0.755 -7.987
C: -2.063 -5.700 -5.479
C: -1.097 -2.251 -1.555
C: 1.381 -3.988 2.692
C: -3.617 11.981 0.003
C: -0.556 -1.170 -0.746
C: 0.281 1.431 -3.654
C: -4.363 0.524 2.186
C: -0.582 -3.294 3.456
C: -2.971 12.129 -1.297
C: 6.597 -1.474 6.631
C: 1.187 5.685 -2.374
C: -4.114 1.873 1.686
C: 6.662 -0.375 5.673
C: -1.207 9.274 -2.547
C: -0.640 0.666 -4.491
C: 4.547 3.341 2.317
C: -1.897 -1.585 4.804
C: 2.122 6.374 -1.493
C: -2.725 -9.270 -5.023
C: 3.819 -0.726 3.491
C: -1.714 -4.401 -6.052
C: 4.784 4.677 1.787
C: -0.601 -7.092 -1.293
H: 4.532 -1.535 3.336
H: -2.866 11.798 0.769
H: 0.102 -6.444 -1.812
H: 1.566 4.692 -2.614
H: 0.223 5.590 -1.885
H: -0.457 -0.495 1.275
H: 0.950 3.088 4.909
H: -3.781 -10.903 -4.253
H: -1.755 -3.812 -3.012
H: -3.011 -9.869 -3.036
H: -0.779 -0.251 -1.288
H: -0.792 1.180 -5.438
H: 2.631 2.737 4.458
H: -1.830 -5.704 -4.417
H: -4.475 -9.318 -3.865
H: -4.350 2.600 2.460
H: 0.819 -4.250 4.678
H: -1.821 9.490 -3.418
H: -2.084 -3.041 0.739
H: -0.601 -6.847 -0.233
H: -4.738 2.064 0.815
H: 6.484 -1.078 7.638
H: -0.291 -8.128 -1.419
H: 5.745 -2.113 6.404
H: 3.222 -0.600 2.590
H: 0.523 -1.225 -0.739
H: 1.064 6.251 -3.295
H: 0.557 -0.999 -9.024
H: 1.690 3.914 3.526
H: -4.313 11.146 -0.023
H: -0.722 0.196 5.183
H: -1.419 10.006 -1.778
H: -0.156 9.346 -2.824
H: 4.136 4.853 0.929
H: -4.160 12.891 0.248
H: -0.008 0.503 -9.780
H: -3.126 -5.889 -5.607
H: -2.520 -1.129 4.039
H: 0.098 -1.344 5.542
H: -2.389 -1.536 5.767
H: -0.825 -0.129 -8.339
H: 4.361 0.193 3.683
H: -2.055 -0.391 0.597
H: 2.350 -4.443 2.695
H: -2.334 -2.007 2.116
H: -1.502 -6.491 -5.968
H: 4.570 5.422 2.550
H: 5.822 4.774 1.476
H: -3.067 1.977 1.406
H: -0.227 -0.322 -4.684
H: -1.596 0.561 -3.981
H: -2.574 -3.545 4.165
H: -0.083 -0.818 3.884
H: 7.511 -2.062 6.580

HOMO-LUMO gap = 0.3785 hartree
LUMO level = -0.0814 hartree
Total charge = +1
E_tot = -2891.48076 Eh


Density functional theory data (the ωB97M-V functional and the def2-TZVPD basis) for a structure of composition C6H8CsLiO6.

Cartesian coordinates (Å):
Cs: -2.628 -0.882 0.195
O: 0.299 1.650 -0.614
O: -0.236 -1.318 -1.627
O: -0.423 0.921 1.396
O: 2.418 -0.849 -1.420
O: 1.029 2.578 1.250
O: 3.035 1.130 -1.055
C: 2.925 2.483 -0.192
C: 0.228 1.665 0.658
C: 0.627 -2.384 -1.748
C: 2.938 -0.031 -0.493
C: 1.936 -2.145 -1.000
C: 1.838 3.369 0.378
Li: 0.642 0.282 -1.911
H: 3.545 2.151 0.652
H: 0.877 -2.576 -2.816
H: 2.287 4.153 0.999
H: 0.218 -3.340 -1.356
H: 1.783 -2.116 0.088
H: 2.699 -2.898 -1.246
H: 1.253 3.802 -0.443
H: 3.552 3.129 -0.820

Energy above the lowest of the compared OMol25 structures with the same formula, charge and spin = 58.01 kJ/mol
HOMO-LUMO gap = 0.2767 hartree
LUMO level = -0.0158 hartree
E_tot = -712.53487 Eh


E_HOMO, respectively: -2.8 -8.6 -12.5 -8.0 eV.